An isolated molecule of C6H12N2O2Si2. Source: OMol25; level of theory: wB97M-V/def2-TZVPD.

Geometry as XYZ:
```
24
C6H12N2O2Si2 (wB97M-V/def2-TZVPD)
C 1.37909 0.32202 0.19590
C -0.96129 -0.31310 -0.21345
C 1.97615 -0.89815 0.32901
C 0.05563 -2.48418 -0.12226
C 3.55063 2.14597 0.25725
C -3.99718 -0.33568 0.45865
N -0.97270 -1.53449 0.03873
N 1.30345 -2.10946 0.09401
O 3.10288 -0.99905 0.77107
O -0.36078 -3.58214 -0.44160
Si 1.77783 1.96510 -0.41125
Si -2.60733 0.66601 -0.37670
H 3.53920 2.43485 1.37481
H 3.85245 1.07645 0.19350
H 4.18631 2.94626 -0.37038
H -4.13871 -1.09960 -0.35980
H -3.77923 -0.78636 1.32119
H -4.90989 0.23729 0.52698
H -1.92058 -2.10952 0.20864
H 1.97568 -2.88297 -0.10079
H 0.51279 2.79718 -0.08072
H 1.71652 1.90132 -1.91306
H -3.10233 0.84952 -1.78782
H -2.17862 1.79270 0.40811
```

Calculated values
Gap between HOMO and LUMO (spin up / spin down)   7.5291 / 7.5298 eV
Total energy   -29241.608 eV
HOMO (spin up / spin down)   -8.1 / -8.1 eV
Spin multiplicity   1
ΔE to the lowest compared entry with this formula, charge and spin   4.2797 eV



A structure of composition C6H12N2O3SSi2. Source: OMol25; level of theory: wB97M-V/def2-TZVPD.

Geometry as XYZ:
```
26
C6H12N2O3SSi2 (wB97M-V/def2-TZVPD)
C 4.55574 -0.89334 -0.83073
C 2.97649 0.09324 0.85166
C 0.55523 -1.00533 -1.06128
C -2.48429 -1.93559 -0.41933
C 4.03727 0.08640 0.06344
C -0.23830 -0.32350 0.03513
N 5.05687 -1.63486 -1.56227
N 2.25900 0.14575 1.80593
O -0.47246 1.64265 1.71801
O 1.20097 1.93107 -0.19488
O -2.91908 0.62605 0.49937
Si -2.86755 2.31902 0.14147
Si -1.88797 -0.66228 0.83209
S 0.09059 1.27793 0.43469
H 1.49289 -1.35430 -0.63887
H 0.81638 -0.15316 -1.80711
H 0.01845 -1.75732 -1.65082
H -2.21910 -1.61015 -1.37878
H -1.85445 -2.80074 -0.21067
H -3.54932 -2.14833 -0.46293
H 4.64534 1.05899 0.01732
H 1.32477 0.38160 1.91125
H -4.09873 2.53971 -0.75944
H -2.87127 3.01472 1.47101
H -1.67862 2.27800 -0.94817
H -1.88885 -1.11626 2.14391
```

Calculated values
Gap between HOMO and LUMO (spin up / spin down)   8.0117 / 8.0110 eV
Total energy   -42126.414 eV
HOMO (spin up / spin down)   -9.2 / -9.2 eV
Spin multiplicity   1
ΔE to the lowest compared entry with this formula, charge and spin   1.9613 eV



A cluster of 2 separate species, C6H12N2O4 in total. Source: OMol25; level of theory: wB97M-V/def2-TZVPD.

Geometry as XYZ:
```
24
C6H12N2O4 (wB97M-V/def2-TZVPD)
C 0.29518 -3.13144 0.33936
C 0.65885 -1.73638 -0.18102
C 0.80730 -0.67953 0.87668
N 1.68861 0.23828 0.81143
O 2.40385 0.50698 -0.15848
O 1.71090 1.16433 1.84984
H 1.06139 -3.65264 0.96648
H 0.16707 -3.92905 -0.53469
H -0.65266 -2.99690 0.83262
H -0.15692 -1.39813 -0.74790
H 1.43055 -1.53627 -0.87225
H 0.30944 -0.69564 1.81910
H 2.21394 1.88906 1.40321
C -0.03912 2.46913 -0.66866
N -1.02968 1.56840 -0.29241
C -1.49683 1.38674 0.84774
C -2.51770 0.27477 0.95072
O -2.97918 -0.19418 1.93792
O -2.83724 -0.15314 -0.26143
H -0.35801 3.55106 -1.03046
H 0.50589 2.76642 0.18734
H 0.38258 1.98184 -1.53392
H -1.21128 2.02780 1.70030
H -2.42084 0.33239 -0.94494
```

Calculated values
SMILES   CC/C=[N+](\[O-])O.C/N=C/C(=O)O
Gap between HOMO and LUMO   9.0151 eV
Total energy   -17582.087 eV
HOMO   -9.0 eV
Spin multiplicity   1
ΔE to the lowest compared entry with this formula, charge and spin   5.6237 eV



A structure of composition C6H12N2O4. Source: OMol25; level of theory: wB97M-V/def2-TZVPD.

Geometry as XYZ:
```
24
C6H12N2O4 (wB97M-V/def2-TZVPD)
C 0.88046 -1.75352 0.11233
C -0.41217 -1.71636 -0.14986
C -0.06875 0.61859 -0.02458
C -0.37560 1.54003 1.15429
C 3.23094 0.93892 -0.57879
C -3.20285 0.07230 -0.01011
N 1.20102 0.05676 0.10802
N -1.00059 -0.47527 -0.04806
O 1.95356 -2.43635 0.48410
O -1.30895 -2.74475 -0.36528
O 1.97896 0.39721 -1.11437
O -2.14648 -0.34611 -0.90222
H -0.19403 1.31462 -0.90161
H -1.31011 2.05916 0.96765
H 0.42926 2.19268 1.20968
H -0.43371 1.09027 2.13060
H 3.27078 1.83837 -0.00716
H 3.94027 1.09364 -1.53130
H 3.50044 0.13669 0.06256
H -4.23457 0.26687 -0.62192
H -2.97696 1.04871 0.42497
H -3.30849 -0.79928 0.50835
H 2.68117 -2.10965 -0.09458
H -2.09360 -2.28352 -0.81272
```

Calculated values
Gap between HOMO and LUMO   8.7165 eV
Total energy   -17579.045 eV
HOMO   -7.9 eV
Spin multiplicity   1
ΔE to the lowest compared entry with this formula, charge and spin   8.6655 eV